(1)
96
Properties=species:S:1:pos:R:3 method="wB97M-V/def2-TZVPD" orbital_gap_ev="4.05 / 4.11" e_homo_ha="-0.0716 / -0.0739" lumo_energy_ev="2.1 / 2.1" mol_weight_g_mol=859.89 charge=-1 relative_energy_kcal_mol=57.26 spin_multiplicity=2
H -3.60760 0.05290 -5.39640
H -0.57410 4.95260 -1.41380
C -2.85910 0.05430 -4.61590
C 1.30230 1.49990 5.97630
Cl 0.16400 -3.10890 -2.56260
C 7.28190 0.53510 2.53630
C 2.03670 -0.25250 7.44920
H -0.56310 4.94170 0.35980
C -0.14560 4.49250 -0.53310
N -0.06500 -2.09670 0.15360
H 0.93370 4.59660 -0.55190
C 1.62490 0.16460 6.19700
C 5.90040 2.01050 1.22860
H 2.43730 3.85590 2.12890
H 1.53580 -0.53970 5.38210
H 0.80130 -0.69430 -1.97860
H -1.97910 -0.49330 2.43430
C 0.06110 -4.09910 -1.15020
C -3.24560 -0.05570 -3.30150
H 0.57320 0.86310 -1.58380
H 0.55840 3.01050 4.64900
S -0.57800 2.66900 -0.62030
C -0.01100 -6.22430 -0.05950
H 6.71430 3.96200 0.87820
C -6.21500 2.77400 1.51540
H -1.58910 2.68240 2.12220
H -6.75770 3.66870 1.20410
H 2.96850 3.32260 4.51380
C 3.31970 3.23340 2.35940
C 2.65040 1.09100 1.44770
C 6.87080 2.99800 1.34780
H -4.90530 -0.51530 -1.47570
H 2.44020 0.32050 9.47570
C -2.84010 -0.31200 -0.84540
C -0.21300 -4.22020 1.23010
C 1.77600 0.95040 2.53330
H 0.02520 -7.30180 -0.10820
H -4.36500 -0.85410 2.70670
H 5.36500 0.00490 1.73840
C 2.12930 0.65260 8.49500
C -1.99290 -0.34100 0.29090
C -4.22060 -0.49480 -0.64110
C 0.09900 -5.46740 -1.22320
H -5.39190 2.86800 -1.00920
C -3.72220 2.76750 1.92430
C -0.98230 0.00930 -2.57470
H 0.01650 1.34490 4.27180
H 0.20740 -5.95660 -2.18060
C -2.42930 2.76070 1.44850
Cl -0.43100 -3.35870 2.70430
C -0.60150 0.12760 -3.90760
C 6.11680 0.77510 1.83370
H -3.06770 2.83840 -1.88240
H -6.71830 1.91020 1.08150
C 8.03940 2.75630 2.04950
H 9.16340 1.33030 3.19130
C -1.51480 0.14550 -4.94310
C -2.34530 -0.11080 -2.21610
C -3.95480 -0.68590 1.71870
S 0.57550 -0.25470 2.61860
C -0.07130 -3.38960 0.07740
N 3.46640 2.20640 1.36450
H -6.26190 2.69290 2.59770
H 4.21050 3.86860 2.37180
C -4.54970 2.85390 -0.33330
H -1.18810 0.22070 -5.96970
C 4.61390 2.25890 0.48990
H 7.44270 -0.42970 2.99620
C 1.41820 2.40530 7.02260
H -0.29190 -6.16980 2.07310
C -0.17990 -5.58850 1.17010
C -3.26710 2.84510 -0.82090
H -3.91120 2.71570 2.98790
C -4.77510 -0.69140 0.60130
N 0.09500 -0.03840 -1.63120
H 4.46080 1.48220 -0.26800
C -2.60020 -0.49910 1.54210
H 2.28450 -1.29110 7.61330
C 3.09390 2.57570 3.72650
H 4.64130 3.23930 -0.00090
C 0.86310 1.95270 4.61060
C 1.82810 1.98520 8.27620
H 3.96710 1.94960 3.96980
S 2.72680 -0.05780 0.19800
O 0.28530 2.03710 0.40210
C -2.20150 2.80770 0.07680
H 1.91580 2.70060 9.08180
H 8.79180 3.52950 2.13200
H 0.45800 0.18350 -4.12820
N 1.90360 1.78250 3.62940
C 8.25060 1.52230 2.64320
H 1.17530 3.44760 6.85650
V -0.00470 -0.47430 0.30870
C -4.79780 2.81470 1.03830
H -4.30440 -0.11820 -3.11410
H -5.84080 -0.86030 0.70490

---

(2)
98
Properties=species:S:1:pos:R:3 method="wB97M-V/def2-TZVPD" orbital_gap_ev=8.03 e_homo_ha=-0.6380 lumo_energy_ev=-9.3 mol_weight_g_mol=973.03 charge=+4 relative_energy_kcal_mol=12.50 spin_multiplicity=1
N -0.95484 -0.40470 -2.82838
H 3.12688 -2.44828 -5.10783
C -3.12460 1.39156 0.39526
H 2.59619 -7.33832 2.42754
H 2.01161 -7.49204 0.02939
H -0.82465 -7.25624 5.61400
H -3.17589 -1.49074 -5.80625
N 0.95270 -1.30063 -3.87813
C -1.21593 -1.52114 -4.93918
N -1.84983 1.77696 0.23955
C 3.67460 -2.92132 -4.30151
C 5.09559 -4.15786 -2.25580
C 3.28540 -2.75832 -2.97126
H -0.45516 -7.64363 1.92070
C 3.96492 -0.01401 -1.56269
H 5.53357 1.26444 -0.86076
C 3.84944 2.38512 -1.56939
H -1.55737 -6.66450 7.07837
H 1.21478 -7.63696 9.23906
C -4.81188 -1.98609 0.50988
H -0.70714 -6.14011 9.18770
H 3.73631 -3.21325 -0.90221
C 0.51493 -2.94144 1.38642
C -1.54661 3.07569 0.28915
C -0.47052 -1.12017 -3.84880
C 2.69038 -0.06731 -2.13910
C -0.59627 -6.81442 6.57786
H -0.34580 -8.53715 7.88070
H -0.75343 -2.08150 -5.73951
O 1.05684 -2.00977 -1.40780
C 0.37391 -2.88139 3.85391
N 1.02865 -7.02989 8.43754
N 0.08690 -5.53628 6.43050
H -4.59761 4.40360 0.78326
H 0.78411 -5.36356 9.72077
H 2.05990 3.26294 -2.36538
P 1.98363 -1.60155 -2.65710
H 1.14636 -4.23018 7.68448
H 5.07407 -3.84437 -5.63240
C 0.22661 -4.81302 7.70342
H -2.63202 0.55065 -2.09408
C 1.98936 1.12098 -2.40319
C 0.51756 -7.24281 1.66571
C 0.42912 -5.02144 2.77366
H 1.35970 -0.91423 -4.72322
H -0.50182 3.33662 0.16311
C -3.09092 -0.44050 -3.92711
C 2.57852 2.34329 -2.13075
C 0.45219 -3.62493 2.66860
H -2.20910 5.09910 0.53526
C 4.00188 -3.37001 -1.94136
C -3.72561 -2.79619 0.21850
C 0.31493 -5.64905 4.01457
H -5.17059 2.01461 0.67871
C 1.37450 -8.02565 0.72104
Pb -0.05849 0.04031 -0.24164
C -3.81886 3.66794 0.63313
H 1.00483 -8.30496 6.76039
C 0.25905 -3.50367 5.05858
C 0.26733 -7.79342 7.37502
H -4.12503 -0.12780 -3.92617
C -2.25819 -0.07486 -2.89290
C 0.27630 -5.80407 8.86553
H -3.82143 -3.86978 0.14346
C -4.13953 2.31735 0.58024
H 0.63360 -5.83292 -0.43917
C 4.76867 -3.71547 -4.60348
H 4.51211 -0.92386 -1.35775
H 1.94010 -6.74738 8.07148
F 0.15462 -2.73458 6.14993
C 1.73990 -7.94887 2.17323
N -2.30981 -0.87104 0.07287
C 0.21293 -4.91625 5.19888
H -5.46211 0.02531 0.79637
C -4.62493 -0.61702 0.57170
C 0.81095 -3.42499 -1.16573
C -2.55995 -1.18618 -4.97088
H 5.66927 -4.62014 -1.46414
H 6.32833 -4.95393 -3.82008
H -1.64115 -2.79744 -0.22883
H -5.79208 -2.40990 0.68250
H 0.99649 1.08353 -2.83723
N 0.52092 -5.78391 1.59791
O 0.46689 -1.68338 1.35954
H -0.59860 -4.12509 7.89743
H 4.30716 3.34181 -1.35365
H 0.96147 -8.94466 0.33227
C -3.36500 -0.07750 0.34449
C 4.54010 1.21522 -1.28460
O 0.81844 -4.15037 -2.10315
H 0.38788 -1.80133 3.81892
H 0.33636 -6.72596 4.05030
C -2.50317 -2.19408 0.01202
C 5.47288 -4.33636 -3.58174
C -2.49895 4.05909 0.49247
H 1.59807 -8.82346 2.79205
C 0.60375 -3.80363 0.23877
C 0.58309 -5.18313 0.42378

---

(3)
93
Properties=species:S:1:pos:R:3 method="wB97M-V/def2-TZVPD" orbital_gap_ev="6.73 / 8.70" e_homo_ha="-0.3261 / -0.4044" lumo_energy_ev="-2.1 / -2.3" mol_weight_g_mol=751.65 charge=+1 relative_energy_kcal_mol=0.89 spin_multiplicity=3
C -3.14768 2.01007 2.11875
C 4.76679 1.60758 -2.86658
N 0.87493 -1.90747 1.31935
H 2.46360 -1.47724 -2.99823
C 0.41720 2.68192 2.89851
H -1.20823 3.66417 -1.43816
C 3.47016 1.69634 -2.37398
H -0.46053 -1.95910 -2.32502
C -3.86846 -3.45226 -1.54664
C -4.00623 -2.27614 -2.27024
H -0.71052 2.88466 0.03635
H 4.75882 -1.62609 -3.85810
H -1.51482 -2.87650 -4.32536
C 3.11070 -0.60833 -2.94635
H 0.45378 -4.81965 -0.29783
C -0.54264 1.80229 5.06074
C 4.73185 1.87241 0.89531
P 0.92618 0.58182 -1.75855
O 2.91627 3.61664 2.14261
C 5.23535 0.41672 -3.39749
H -4.55293 -2.27234 -3.20500
H -4.87955 -0.41880 0.51358
H -3.94889 3.31403 3.61703
H -2.16349 2.45438 2.16739
H -0.41173 3.28884 2.51177
C 3.74700 -0.61648 0.41294
H 5.40869 2.47955 -2.83720
C -4.66331 0.40076 1.18693
H -1.02937 -1.54623 3.34873
H -1.95688 1.19558 -2.16577
H -6.20888 2.29923 3.52961
H 0.51565 2.78914 -2.69754
H 6.62739 1.12303 0.22365
H 2.26533 -4.02379 3.52389
H 0.04017 -2.39401 -0.49301
H -0.36092 2.77331 5.50280
C 1.76637 -3.71413 2.61599
H 6.24348 0.35525 -3.78795
H 5.05748 2.87883 1.11774
H 1.77418 -1.63450 3.15295
N 1.20377 2.09980 1.83746
C -2.02637 1.69232 -1.19711
H -1.45965 0.94641 6.80086
C -5.66929 0.87983 2.01355
N -0.30530 0.37008 3.16697
C 2.62800 0.58974 -2.41414
H -3.57608 -0.19018 -2.37984
C -4.15512 2.49581 2.93817
C -2.61820 -2.26365 0.12386
C -2.73900 -1.07913 -0.60250
C 0.53508 -2.79806 0.37839
H -2.98976 2.20150 -1.16958
H 5.71160 -1.16332 -0.22236
C 0.46390 2.36489 -1.69468
H -1.84961 -1.25537 5.66486
H 1.59130 -5.68439 1.76689
C -0.91146 -0.59977 3.86121
C -0.88550 2.70613 -1.02780
H 0.38166 1.67873 -4.44442
C 1.49247 -2.37402 2.41479
Ti 0.63617 0.25115 1.07220
H 1.24797 2.85110 -1.11158
H -6.65403 0.43243 1.97085
C -0.16730 1.57399 3.74345
C 5.08436 -0.37136 0.16330
C -0.66383 0.17246 -5.52532
C -3.38801 0.96345 1.23258
C -1.15235 0.78786 5.77536
C 3.40730 1.54203 1.12286
C 4.40287 -0.69467 -3.43562
C -0.49959 -1.34875 -3.21832
C -3.17612 -3.44407 -0.34263
C 2.46465 2.55207 1.74139
P -2.02038 0.41675 0.14750
C -1.19374 -1.11344 -5.50650
C -5.41951 1.92790 2.88886
H -3.07685 -4.35551 0.23427
N 2.92016 0.31455 0.89550
C 0.03371 -0.06579 -3.22176
H 3.31523 -1.59060 0.21910
H -0.72025 0.76918 -6.42648
H 1.01450 3.36129 3.50937
C -1.10571 -1.87416 -4.35343
C 1.39370 -4.62794 1.64041
H -1.66784 -1.51842 -6.39158
H -2.08619 -2.26024 1.07005
C 0.76504 -4.15546 0.49706
H 3.13176 2.64198 -1.97007
H -4.30829 -4.37126 -1.91252
C 5.58536 0.89735 0.41051
C -1.36218 -0.43626 5.15506
C -3.44884 -1.09525 -1.79955
C -0.05058 0.68682 -4.39658

---

(4)
101
Properties=species:S:1:pos:R:3 method="wB97M-V/def2-TZVPD" orbital_gap_ev="5.12 / 6.78" e_homo_ha="-0.1157 / -0.1853" lumo_energy_ev="2.0 / 1.7" mol_weight_g_mol=874.76 charge=-1 relative_energy_kcal_mol=30.24 spin_multiplicity=3
H 0.73492 2.76541 -1.60174
O -6.42653 0.67556 0.02886
C 4.06640 -0.64282 1.88393
C -3.76841 -0.02896 -4.08848
C -1.25999 4.87696 2.00125
H -2.21442 5.42209 3.60169
H -2.06733 -2.65088 -1.28393
C -1.77340 2.50243 1.24691
C -2.12569 -1.75271 -3.76837
C -5.98344 -0.64305 0.26360
C 0.92410 0.54531 3.01825
C 3.17040 2.21860 2.66184
H -0.26782 5.14715 2.40051
H 0.34301 2.58939 3.19851
C 4.02363 3.12021 4.73660
P 1.96908 1.23769 1.66224
H 4.12296 -0.34538 2.92462
H 1.75011 -4.25432 -1.92799
H 1.53840 -1.93917 1.87672
H 5.55817 -2.68341 -0.34966
C 3.17085 2.27095 4.05225
C 4.93398 3.86529 2.65991
H -1.16218 -2.07895 -3.40717
C 4.07866 3.04631 0.46503
O -6.31427 -3.07433 -5.63292
C 0.72372 -3.19368 -0.52420
H 2.54440 0.29141 -2.27545
H 5.66488 -2.06402 2.03936
H 2.16646 1.42716 -0.95436
H 4.02481 -1.52176 -1.86635
N 2.48942 -1.57156 -6.84572
H 0.24901 4.75629 -0.21508
N 1.83990 -3.57214 -1.17581
C -4.61978 -0.94481 -4.65387
H -0.52319 -1.97495 4.72155
C -2.28362 0.24079 0.27589
C 4.90882 3.92557 4.04232
C -0.83839 1.36444 4.48095
C -1.09360 3.68150 1.10528
C 0.07970 2.69204 -0.73644
H -1.87313 -0.13636 5.61531
C -4.48540 -0.76747 0.16443
H 3.06723 3.21580 0.08804
C 1.39888 -2.02763 -4.58898
H 5.57239 4.59916 4.56905
C -1.47436 1.40580 0.40092
H -0.18986 -4.99036 -0.92439
H -4.48189 -2.68842 -0.86159
C 1.44233 -1.95662 2.96014
H 2.44449 -1.97666 3.39075
C 1.19086 -3.35185 -4.22984
C 3.12677 -0.04978 1.05554
C 4.88096 -1.93706 0.04466
H -6.34864 -0.89928 1.26406
S -1.40015 0.80605 -3.07459
C 2.20232 0.37574 -1.23330
C 4.06615 3.03996 1.96023
H 0.92789 -2.87175 3.25173
H -1.41902 2.19329 4.85477
H -5.60498 -0.65817 -4.99615
C -0.20393 3.80522 0.01208
H -2.50588 2.39474 2.02884
C -2.48048 -0.40011 -3.66238
N -0.20643 -4.16962 -0.34318
H -4.08241 1.09862 1.09236
O -2.16316 4.63221 3.05419
H 3.99526 3.15549 5.81710
C 0.14727 1.58240 3.54477
H 4.73587 3.82643 0.08261
H -6.44942 -1.33223 -0.45498
H -2.66197 -3.70630 -4.37850
N -1.72849 -0.81114 -0.42450
H 2.50614 -2.82424 -1.34170
C -2.97058 -2.66697 -4.34531
N 1.13388 -1.00435 -3.74633
C -3.66035 0.23966 0.59412
H 2.48466 1.65229 4.61320
H -1.59976 5.72620 1.38537
O 0.58331 -2.08067 0.00683
C 1.97554 -1.75442 -5.82779
H -5.98796 0.99514 -0.76903
O -4.49970 -4.24033 -6.17448
O 0.62948 -1.34555 -2.54942
C 4.93697 -1.59924 1.39004
C -4.22438 -2.27747 -4.83282
N -0.42218 1.47912 -0.48429
C 3.08200 -0.34121 -0.33150
Ti 0.11451 -0.30755 -1.28171
C -0.33115 -0.96510 4.38642
C -5.11553 -3.19826 -5.54783
H 5.63152 4.48414 2.10963
H -4.06039 1.00496 -3.97120
N 1.03196 -4.41259 -3.77581
H 4.42062 2.08536 0.07786
C -1.08846 0.06907 4.90111
C 3.99242 -1.30762 -0.80215
C -3.88517 -1.86237 -0.50567
C -2.53392 -1.82674 -0.74886
H -3.53800 -4.17030 -6.09531
H -1.07132 -3.91278 0.10556
C 0.67305 -0.76385 3.44130

---

(5)
98
Properties=species:S:1:pos:R:3 method="wB97M-V/def2-TZVPD" orbital_gap_ev="6.49 / 6.35" e_homo_ha="-0.4274 / -0.4274" lumo_energy_ev="-5.1 / -5.3" mol_weight_g_mol=870.77 charge=+2 relative_energy_kcal_mol=7.77 spin_multiplicity=2
S 3.90902 0.10716 2.11423
C -1.56741 2.73165 2.86624
C 4.77982 -0.18528 -3.48401
C -6.92273 1.43847 2.30947
C 1.68511 2.54057 -4.61536
C -3.15794 -0.67781 -1.37739
H 3.07209 0.45050 4.98989
H 0.90273 3.24983 -4.85449
H 5.35028 -0.62859 0.48665
H -2.37034 -1.56760 -3.15614
C -2.02943 1.78928 1.93184
C -3.76922 0.60704 0.71336
H 4.31936 2.29398 2.84729
C 4.20632 1.34042 3.36547
O 3.33699 -2.35289 0.65501
C 0.63089 2.44144 1.96820
H 0.08277 -4.87775 -1.95990
H 1.68447 2.68933 1.92990
H 7.82941 -1.55874 -4.00222
H 2.22057 -4.63892 1.46600
H 1.00967 -2.84922 -0.88971
C 1.91159 -2.11093 -2.68526
H 4.77356 1.60516 -5.66859
H -4.18696 -0.94550 -1.59173
H 4.86349 1.80608 -0.07832
N 0.69932 -3.69847 2.65816
C 4.47360 -0.83857 -2.28985
H 2.82703 -3.78655 2.88716
Co 1.36135 0.13608 0.14416
H 6.23129 -0.10427 1.93639
H -6.38952 2.56371 4.05260
C -1.48999 0.35363 0.00057
C 5.45622 0.17457 1.21632
H 2.95033 3.15650 -6.23383
N -0.49268 -0.06231 -0.83041
C 5.71300 1.51340 0.53779
C 5.99635 -0.45704 -4.09848
C -2.15895 -1.03230 -2.24114
H 2.66072 -1.61906 -4.64053
C 2.10216 -2.32855 -4.04430
C 6.88758 -1.34607 -3.51188
C 5.35844 -1.72046 -1.68979
C 0.65681 -4.16582 -2.54226
C -1.09957 1.21482 1.07357
H -11.91834 0.54013 2.71919
H 0.64579 1.72100 -2.92299
H -7.79915 0.35251 0.66418
C 2.28956 -2.49388 1.25781
C -2.84082 0.06605 -0.22642
C 2.55539 0.78015 -3.24729
H 1.71551 -3.61929 -5.71227
H -12.80117 1.94028 3.35628
C -7.97746 0.92128 1.57261
N -5.13854 0.52602 0.81312
H 6.58030 1.41388 -0.11500
C -8.51152 2.35417 3.87466
C 0.84706 -4.38093 -3.90116
H -5.75758 0.00583 0.21804
H 0.14692 3.84118 3.52569
C 1.56926 -3.46001 -4.65023
C -9.29528 1.11363 1.96454
N -4.48419 1.83742 2.47571
As 2.62971 -0.50781 -1.82321
H 5.92263 2.30910 1.25289
H -11.91200 2.08686 1.82685
C -7.21146 2.16111 3.47307
C 3.05456 1.34563 4.36540
H 2.08779 1.38354 3.85746
N 0.21646 1.51150 1.12306
C -11.91665 1.62643 2.81552
O 2.89651 0.78015 1.17358
H 0.42573 -2.75830 2.29061
H 7.29065 -2.64434 -1.85038
C -5.52683 1.28153 1.89259
O 1.26320 -1.70482 1.31468
H 0.66734 -3.72590 3.67168
H 0.43280 -5.26236 -4.37665
H 0.08396 -4.41903 2.29481
C -0.83396 -0.69730 -1.94061
C 3.86964 1.61025 -5.07088
C -0.23957 3.08128 2.85777
H 5.15122 1.07170 3.84440
C 2.08846 -3.76292 2.09257
H -0.04885 -0.94576 -2.63494
H 5.09560 -2.21847 -0.76676
C 6.58083 -1.96516 -2.30622
O -10.80272 2.07329 3.59154
H -2.27486 3.17490 3.55892
C 2.84051 2.49077 -5.38638
H 3.12833 2.21553 5.01725
C 3.73876 0.75395 -3.98708
H 6.25059 0.01827 -5.03814
C -3.40115 1.42302 1.75223
C -9.56633 1.83487 3.12175
H -10.09449 0.70373 1.36280
C 1.53993 1.68073 -3.53391
C 1.18816 -3.03272 -1.93853
H -8.74785 2.91641 4.77110